1.
Molecular formula: C58H35FI4N5O3Se2Te2Tl
Method: DFT, ωB97M-V/def2-TZVPD

The frontier orbital gap is 4.112 eV. Its charge is -2. The calculation puts the max |F| at 1.4 eV Å⁻¹. The value obtained for the total energy is -259404.8144 eV. As for the LUMO energy: 2.96 eV.

Element x y z (Å)
Tl (-0.73004, 0.85192, 0.68123)
I (5.98911, 6.21141, 5.17021)
C (4.44416, 4.90245, 4.51992)
C (4.09965, 4.87665, 3.18375)
C (3.09982, 4.01402, 2.77336)
C (2.44484, 3.19799, 3.69031)
C (2.80413, 3.25530, 5.03187)
C (3.80949, 4.10932, 5.45430)
C (1.39054, 2.29152, 3.18187)
C (0.06627, 2.73002, 3.24603)
C (-0.37219, 3.91148, 3.94641)
C (-1.72481, 3.91924, 3.88409)
C (-2.10580, 2.75564, 3.12031)
C (-3.42214, 2.36884, 2.86086)
C (-4.51185, 3.14494, 3.49580)
C (-5.20451, 2.59452, 4.57029)
C (-6.23771, 3.28320, 5.18069)
C (-6.58073, 4.53045, 4.69502)
I (-8.18523, 5.58454, 5.61520)
C (-5.91068, 5.10436, 3.63428)
C (-4.87440, 4.40748, 3.03831)
C (-3.80014, 1.29011, 2.06010)
N (-2.96641, 0.40746, 1.45946)
C (-3.74006, -0.45489, 0.75652)
C (-3.27901, -1.54548, 0.01659)
C (-4.23774, -2.25979, -0.85248)
C (-4.14973, -2.08866, -2.23140)
C (-5.02441, -2.73041, -3.08780)
C (-5.99444, -3.55003, -2.54809)
I (-7.35886, -4.54040, -3.84371)
C (-6.11382, -3.73547, -1.18586)
C (-5.23355, -3.08372, -0.33946)
C (-1.96024, -2.01008, 0.01482)
C (-1.54008, -3.24659, -0.58492)
C (-0.23074, -3.40326, -0.27130)
C (0.15064, -2.25021, 0.50046)
N (-0.91864, -1.43805, 0.66259)
C (1.42824, -2.02857, 1.02652)
C (1.82054, -0.89721, 1.74271)
C (3.15929, -0.66768, 2.23604)
C (3.15995, 0.56360, 2.78887)
C (1.81723, 1.07465, 2.65162)
N (1.03510, 0.16552, 2.02414)
C (2.47147, -3.04555, 0.77360)
C (3.05114, -3.16598, -0.48425)
C (4.05560, -4.08637, -0.71578)
C (4.47146, -4.89982, 0.31764)
I (6.00338, -6.33072, -0.03584)
C (3.90995, -4.81176, 1.57447)
C (2.91526, -3.87695, 1.79774)
C (-5.12571, -0.08338, 0.88320)
C (-5.16650, 0.98712, 1.71023)
N (-1.00305, 2.06959, 2.74518)
H (4.59879, 5.51500, 2.46971)
H (2.81497, 3.96065, 1.73301)
H (2.30296, 2.62502, 5.75321)
H (4.09691, 4.15295, 6.49609)
H (0.27441, 4.63389, 4.41005)
H (-2.40906, 4.63726, 4.29633)
H (-4.93231, 1.61601, 4.93852)
H (-6.76613, 2.84642, 6.01500)
H (-6.18953, 6.07722, 3.25585)
H (-4.34645, 4.83780, 2.19912)
H (-3.40317, -1.42051, -2.63489)
H (-4.95673, -2.58134, -4.15437)
H (-6.89081, -4.37038, -0.78439)
H (-5.31512, -3.22423, 0.72933)
H (-2.17697, -3.89957, -1.15321)
H (0.43000, -4.20616, -0.54665)
H (3.98512, -1.34486, 2.12413)
H (3.98026, 1.08574, 3.24666)
H (2.72407, -2.51451, -1.28033)
H (4.50952, -4.15312, -1.69194)
H (4.24028, -5.45248, 2.37770)
H (2.47433, -3.79299, 2.77968)
H (-5.94480, -0.57397, 0.39146)
H (-6.02259, 1.54461, 2.04165)
Se (0.51840, 2.91604, -0.12422)
Te (-1.44029, 4.50453, 0.06663)
Te (-3.39837, 3.02298, -1.23857)
Se (-2.08437, 0.96747, -1.74265)
C (5.30617, 0.18866, -5.23135)
C (4.34685, -1.00075, -5.25385)
C (3.72872, -1.14021, -6.64450)
C (2.80914, -2.35022, -6.66860)
C (1.76974, -2.19984, -5.59330)
C (0.53614, -2.79921, -5.73484)
C (-0.42783, -2.63196, -4.75065)
F (-1.61953, -3.25980, -4.91543)
C (-0.19803, -1.85701, -3.64212)
C (1.04813, -1.25096, -3.47068)
C (1.28122, -0.44721, -2.24355)
O (0.36735, -0.25413, -1.44600)
C (2.64897, -0.02149, -2.08396)
C (3.54753, -0.24998, -3.06520)
N (3.28877, -0.85981, -4.25854)
C (2.05028, -1.43004, -4.44870)
C (3.21198, 0.67037, -0.80710)
O (4.40153, 0.42667, -0.57927)
O (2.44810, 1.40047, -0.16315)
H (5.92237, 0.17125, -6.12741)
H (5.96847, 0.16207, -4.37198)
H (4.74529, 1.11909, -5.20678)
H (4.91336, -1.91966, -5.02969)
H (4.52662, -1.24343, -7.38316)
H (3.15882, -0.23753, -6.87527)
H (3.39766, -3.25788, -6.49576)
H (2.32835, -2.44843, -7.64429)
H (0.31578, -3.39671, -6.60693)
H (-0.95581, -1.71684, -2.88668)
H (4.56651, 0.05278, -2.87990)



2.
Molecular formula: C16H44FLiN4O4
Method: DFT, ωB97M-V/def2-TZVPD

The frontier orbital gap is 5.310 eV. The calculation puts the max |F| at 2.9 eV Å⁻¹. The value obtained for the total energy is -34372.1678 eV. As for the LUMO energy: -2.43 eV.

Element x y z (Å)
Li (1.02397, 2.67315, -5.71615)
F (0.88099, 0.95846, -2.75053)
C (3.69320, -5.72608, -5.53259)
C (2.65330, -4.64164, -5.43245)
C (1.19557, -5.14662, -5.18598)
O (0.81070, -6.03203, -6.25126)
C (-0.56951, -6.30220, -6.41889)
N (3.11228, -3.67906, -4.35957)
H (3.58862, -6.35772, -4.65043)
H (4.70201, -5.31381, -5.51149)
H (3.64783, -6.31132, -6.45103)
H (2.72816, -4.07525, -6.36073)
H (0.46484, -4.37491, -4.94389)
H (1.15133, -5.72635, -4.26400)
H (-0.67311, -6.76681, -7.39945)
H (-1.22559, -5.45483, -6.61794)
H (-0.98761, -6.95230, -5.65035)
H (2.42972, -2.95403, -4.19060)
H (3.00068, -4.14188, -3.46882)
C (-4.86659, 4.40111, -0.02848)
C (-3.78714, 5.09242, 0.75545)
C (-3.51245, 4.55924, 2.18933)
O (-4.61966, 4.71932, 3.05194)
C (-4.70064, 6.08080, 3.46124)
N (-2.54867, 5.08097, 0.01823)
H (-4.86485, 4.82265, -1.03367)
H (-5.86425, 4.44167, 0.40871)
H (-4.69085, 3.33191, -0.14687)
H (-4.13316, 6.12416, 0.81770)
H (-2.65094, 5.02121, 2.67149)
H (-3.30292, 3.49070, 2.14018)
H (-3.72932, 6.43566, 3.80576)
H (-5.30788, 6.12839, 4.36518)
H (-5.24010, 6.71275, 2.75574)
H (-1.81603, 5.52850, 0.55028)
H (-2.26507, 4.11774, -0.09062)
C (-2.35647, -3.83837, 1.78735)
C (-1.12918, -4.06764, 2.57019)
C (-0.91901, -5.42241, 3.22954)
O (-2.08070, -5.76544, 3.99319)
C (-1.96351, -7.01320, 4.72304)
N (-0.02861, -3.77523, 1.71641)
H (-2.58047, -4.61448, 1.05551)
H (-2.51756, -2.85179, 1.35282)
H (-3.13543, -3.86717, 2.54924)
H (-1.12611, -3.31639, 3.35995)
H (-0.01775, -5.27585, 3.82481)
H (-0.84597, -6.22696, 2.49778)
H (-1.82993, -7.89508, 4.09651)
H (-2.87261, -7.21773, 5.28855)
H (-1.19743, -6.97628, 5.49755)
H (-0.30405, -3.09164, 1.02580)
H (0.48614, -3.20032, 2.36802)
C (4.99670, 3.19947, 1.51128)
C (3.89694, 4.16156, 1.91082)
C (3.68794, 5.38221, 1.05715)
O (2.69784, 6.17076, 1.70379)
C (2.63855, 7.49337, 1.32430)
N (2.66982, 3.32116, 1.88826)
H (5.26209, 2.49538, 2.29991)
H (5.93975, 3.72168, 1.34990)
H (4.72553, 2.64378, 0.61363)
H (4.07030, 4.46195, 2.94417)
H (3.31983, 5.03595, 0.09139)
H (4.62741, 5.93450, 1.07909)
H (2.24222, 7.63809, 0.31928)
H (3.57473, 8.03848, 1.44481)
H (1.96627, 7.94004, 2.05685)
H (2.49572, 3.07448, 0.92444)
H (1.88040, 3.93942, 2.00938)



3.
Molecular formula: C10H19P
Method: DFT, ωB97M-V/def2-TZVPD

The frontier orbital gap (spin up / spin down) is 7.919 / 8.299 eV. The calculation puts the max |F| at 6.0 eV Å⁻¹. The value obtained for the total energy is -19959.6436 eV. As for the LUMO energy (spin up / spin down): 0.33 / 0.47 eV.

Element x y z (Å)
C (-1.19682, -3.33066, 2.84472)
C (-0.24223, -0.89342, 1.06417)
C (-1.02864, -3.41491, 1.52080)
C (-1.60545, -4.55867, 0.68831)
C (1.57059, 1.60459, 1.26482)
C (0.19151, 0.45760, -2.14712)
C (-0.76998, 2.21691, -0.66980)
C (1.46090, 2.54802, -1.74255)
C (1.33627, 0.80675, 0.01047)
C (0.51924, 1.46750, -1.07083)
P (0.36467, -2.38590, 0.78738)
H (-0.54125, -2.78434, 3.53094)
H (-1.96507, -3.73277, 3.52700)
H (-0.82634, -0.21094, 1.52254)
H (-1.76325, -4.09990, -0.33497)
H (-0.84785, -5.25833, 0.53713)
H (-2.61759, -5.02703, 0.98765)
H (0.73781, 1.75345, 1.81162)
H (2.14615, 1.00910, 2.05514)
H (2.11141, 2.44566, 0.98178)
H (-0.12818, -0.44460, -1.49899)
H (1.01243, 0.15002, -2.88173)
H (-0.54611, 0.94570, -2.71424)
H (-0.90987, 2.70501, 0.26463)
H (-1.52073, 1.51056, -0.70866)
H (-1.05589, 2.96675, -1.31145)
H (1.76440, 3.18133, -1.01907)
H (0.97654, 3.12651, -2.61314)
H (2.18687, 1.86790, -2.26482)
H (1.91169, 0.13837, -0.45080)



4.
Molecular formula: C5H12BrN
Method: DFT, ωB97M-V/def2-TZVPD

The frontier orbital gap is 9.011 eV. The calculation puts the max |F| at 6.1 eV Å⁻¹. The value obtained for the total energy is -76907.0899 eV. As for the LUMO energy: 0.78 eV.

Element x y z (Å)
C (-1.73325, -0.76736, 1.61378)
C (-1.16975, -1.67539, -0.89430)
C (2.79888, 1.75667, -0.11027)
C (-1.28857, 0.71882, -0.26524)
C (-1.23097, -0.50942, 0.20444)
N (2.10279, 0.78582, -0.88497)
Br (2.53481, -1.01221, -0.50749)
H (-1.65379, 0.02671, 2.36252)
H (-2.64801, -1.21304, 1.33417)
H (-1.08173, -1.61981, 1.98283)
H (-2.11142, -2.33998, -0.83914)
H (-0.35062, -2.39120, -0.49364)
H (-1.08401, -1.27069, -1.96200)
H (3.73945, 1.42447, -0.07366)
H (2.75624, 2.55050, -0.75436)
H (2.23665, 2.00926, 0.77394)
H (-0.96034, 1.10014, -1.23732)
H (-1.49225, 1.61985, 0.45355)
H (0.63590, 0.80686, -0.70287)